#P
One molecule with the formula C3H3ClO2. Source: the Open Molecules 2025 dataset; level of theory: ωB97M-V with the def2-TZVPD basis set.

M   106.51 g mol⁻¹
HOMO energy   -8.843 eV
LUMO level   0.307 eV
Spin multiplicity   1
Kohn-Sham gap   9.15 eV

Structure (XYZ):
```
9
C3H3ClO2 (ωB97M-V with the def2-TZVPD basis set)
Cl 0.755 -1.811 -3.936
O -0.025 -2.001 -1.465
O -1.695 -0.473 -1.902
C 0.175 -0.017 -0.280
C -0.687 -0.727 -1.337
C 0.631 -2.561 -2.402
H 0.949 -0.775 -0.060
H 0.855 0.872 -0.641
H -0.496 0.234 0.527
```

natural (NBO) population analysis, charges in e, atoms 1 to 2:
1 Cl -0.040
2 O -0.538

=====

#Q
One molecule with the formula C3H3ClO2. Source: the Open Molecules 2025 dataset; level of theory: ωB97M-V with the def2-TZVPD basis set.

M   106.51 g mol⁻¹
HOMO energy   -9.291 eV
Structure (SMILES)   Cl[C@H]1C=COO1
LUMO level   0.880 eV
Spin multiplicity   1
Kohn-Sham gap   10.17 eV

Structure (XYZ):
```
9
C3H3ClO2 (ωB97M-V with the def2-TZVPD basis set)
Cl 2.372 0.819 -0.146
O -0.342 -1.636 -0.299
O 0.781 -1.208 0.539
C -1.093 -0.554 -0.509
C -0.537 0.657 -0.180
C 0.846 0.237 0.494
H -1.968 -0.772 -1.152
H 0.802 0.682 1.500
H -0.860 1.775 -0.248
```

natural (NBO) population analysis, charges in e, atoms 1 to 2:
1 Cl -0.033
2 O -0.208

=====

Most stable structure: #P

=====

#P
One molecule with the formula C7H12O2. Source: the Open Molecules 2025 dataset; level of theory: ωB97M-V with the def2-TZVPD basis set.

M   128.17 g mol⁻¹
HOMO energy   -9.734 eV
Structure (SMILES)   C#C[C@@](C)(O)[C@H](O)CC
LUMO level   0.883 eV
Spin multiplicity   1
Kohn-Sham gap   10.62 eV

Structure (XYZ):
```
21
C7H12O2 (ωB97M-V with the def2-TZVPD basis set)
O -1.536 -0.935 0.576
O 1.753 0.194 -0.393
C 0.076 0.761 -2.769
C -0.503 0.525 -1.346
C -0.234 -0.490 0.933
C -0.404 1.882 2.238
C -0.252 0.798 1.693
C 0.308 -1.615 1.821
C 0.460 -0.323 -0.487
H -1.849 -1.578 1.162
H 0.708 -1.403 -0.682
H 1.329 -1.709 1.794
H -0.433 0.160 -3.609
H -0.111 1.786 -2.961
H -0.143 -2.500 1.479
H 1.816 1.109 -0.463
H -0.301 2.634 2.968
H -0.660 1.532 -0.849
H 1.176 0.497 -2.645
H 0.170 -1.319 2.786
H -1.373 -0.006 -1.244
```

natural (NBO) population analysis, charges in e, atoms 1 to 2:
1 O -0.716
2 O -0.724

=====

#Q
C7H12O2 as an isolated structure. Source: the Open Molecules 2025 dataset; level of theory: ωB97M-V with the def2-TZVPD basis set.

M   128.17 g mol⁻¹
HOMO energy (alpha / beta)   -8.047 / -8.048 eV
LUMO level (alpha / beta)   -0.098 / -0.097 eV
Spin multiplicity   1
Kohn-Sham gap (alpha / beta)   7.95 / 7.95 eV

Structure (XYZ):
```
21
C7H12O2 (ωB97M-V with the def2-TZVPD basis set)
O -1.087 -0.639 -3.069
O -2.755 -1.296 -1.705
C 0.454 -1.461 -0.029
C 1.342 -2.200 0.336
C 1.703 1.082 0.419
C -1.704 -0.746 -1.872
C -0.736 1.240 -0.137
C 0.272 0.695 0.682
C -0.063 0.348 2.108
H -0.425 1.997 -0.851
H 0.028 1.250 2.723
H -1.078 -0.031 2.202
H 1.894 2.057 0.881
H -1.597 -1.141 -3.732
H -1.209 0.296 -1.000
H 2.394 0.358 0.853
H 0.620 -0.406 2.499
H 1.906 1.163 -0.647
H -1.672 1.495 0.351
H 2.141 -2.800 0.694
H -0.430 -1.258 -0.703
```

natural (NBO) population analysis, charges in e, atoms 1 to 2:
1 O -0.707
2 O -0.602

=====

#R
One molecule with the formula C7H12O2. Source: the Open Molecules 2025 dataset; level of theory: ωB97M-V with the def2-TZVPD basis set.

M   128.17 g mol⁻¹
HOMO energy   -8.271 eV
Structure (SMILES)   C/C=C(/O)[C@@H](C)C(C)=O
LUMO level   0.587 eV
Spin multiplicity   1
Kohn-Sham gap   8.86 eV

Structure (XYZ):
```
21
C7H12O2 (ωB97M-V with the def2-TZVPD basis set)
O -0.297 -2.372 0.423
O -0.190 1.837 -1.152
C -0.063 -1.028 0.564
C 1.786 0.673 1.141
C -1.112 -0.126 0.041
C 1.225 -0.659 0.764
C -1.697 0.881 1.016
C 0.274 -0.239 -2.249
C -0.156 0.634 -1.101
H -0.585 -0.730 -2.704
H 2.115 0.675 2.182
H 0.786 0.363 -2.998
H 1.911 -1.486 0.909
H 2.650 0.897 0.513
H 0.966 -1.005 -1.908
H -2.014 1.775 0.476
H -1.896 -0.690 -0.477
H -2.543 0.439 1.540
H 1.066 1.474 1.008
H -0.997 1.211 1.780
H -1.231 -2.523 0.233
```

natural (NBO) population analysis, charges in e, atoms 1 to 2:
1 O -0.680
2 O -0.552

=====

#S
C7H12O2 as an isolated structure. Source: the Open Molecules 2025 dataset; level of theory: ωB97M-V with the def2-TZVPD basis set.

M   128.17 g mol⁻¹
HOMO energy   -9.577 eV
LUMO level   0.829 eV
Spin multiplicity   1
Kohn-Sham gap   10.41 eV

Structure (XYZ):
```
21
C7H12O2 (ωB97M-V with the def2-TZVPD basis set)
O -0.941 -0.299 -2.147
O 1.356 1.058 1.648
C -0.305 -0.836 -0.961
C -0.856 1.499 0.284
C 0.326 -1.169 1.171
C 1.060 0.060 0.623
C 0.072 0.853 -1.979
C -0.808 -1.546 0.192
C 0.077 0.566 -0.463
H -0.404 1.736 -2.374
H -0.039 -0.861 2.125
H -0.862 -2.617 0.062
H 0.993 -2.013 1.347
H 1.856 0.583 2.279
H -1.718 1.690 -0.411
H -1.171 1.123 1.227
H 0.509 -1.479 -1.274
H -0.366 2.385 0.469
H 0.959 0.649 -2.563
H 2.043 -0.137 0.211
H -1.784 -1.244 0.532
```

natural (NBO) population analysis, charges in e, atoms 1 to 2:
1 O -0.538
2 O -0.728

=====

Most stable structure: #R